No. 1
C24H59BrNO7S2 | ωB97M-V/def2-TZVPD

```
94
Properties=species:S:1:pos:R:3:forces:R:3:lowdin_charge:R:1
N 0.2542 -2.9035 -0.7183 0.024 0.013 -0.209 0.006
C 1.5205 -2.6975 -0.0323 0.036 0.021 -0.115 -0.332
C 2.4306 -3.9172 -0.2020 0.020 0.094 -0.020 -0.202
C 3.4556 -4.0674 0.9209 -0.024 -0.017 -0.021 -0.230
C 2.9381 -4.7560 2.1816 0.161 -0.045 0.013 -0.377
S 1.7218 -3.7698 3.1051 -0.133 0.021 0.001 0.711
Br -0.1702 -4.5497 2.4428 -0.040 -0.064 -0.041 0.597
C 1.8454 -4.4129 4.8043 0.141 -0.173 0.077 -0.377
C 2.7349 -3.5083 5.6770 0.013 -0.009 -0.020 -0.219
C 2.7034 -2.0401 5.2543 -0.003 0.002 0.110 -0.276
C 3.2864 -1.0815 6.2963 -0.079 0.056 0.029 -0.220
S 3.8630 0.3446 5.3954 0.033 -0.111 -0.126 0.578
O 2.7313 0.9416 4.7666 0.153 0.076 0.036 -0.252
O 4.9899 -0.0726 4.6203 -0.008 0.020 0.090 -0.263
O 4.3293 1.3572 6.5187 -0.371 -0.050 0.123 -0.125
H 0.4273 -3.1849 -1.6809 0.021 0.005 0.011 0.067
H -0.2562 -2.0293 -0.7784 -0.052 -0.033 0.050 0.077
H 1.2949 -2.5063 1.0230 0.032 0.034 -0.041 0.036
H 2.0695 -1.8101 -0.3757 0.008 -0.018 0.051 0.120
H 1.8266 -4.8258 -0.2969 -0.032 0.045 0.086 0.115
H 2.9634 -3.8068 -1.1487 -0.029 -0.077 0.003 0.120
H 3.8863 -3.0927 1.1704 0.001 -0.043 0.061 0.126
H 4.2915 -4.6924 0.5955 -0.033 0.020 -0.037 0.128
H 2.4621 -5.7162 1.9755 0.028 0.012 0.016 0.097
H 3.7408 -4.9152 2.9084 -0.018 0.075 -0.007 0.105
H 2.2253 -5.4335 4.7433 -0.092 0.002 -0.009 0.103
H 0.8191 -4.4561 5.1670 -0.003 0.159 -0.058 0.084
H 3.7636 -3.8738 5.6596 -0.022 0.024 0.001 0.126
H 2.3765 -3.6240 6.7024 0.017 -0.009 -0.024 0.130
H 3.2818 -1.9260 4.3320 -0.081 0.001 -0.014 0.094
H 1.6795 -1.7235 5.0402 0.048 0.026 -0.044 0.120
H 2.5227 -0.7402 6.9956 0.073 -0.035 0.047 0.120
H 4.1314 -1.5044 6.8432 0.000 -0.026 -0.078 0.116
H 4.9237 0.9461 7.1617 0.257 0.035 -0.118 0.107
C 0.1864 3.1023 4.4162 -0.066 0.003 -0.024 -0.075
C 0.3194 2.4853 3.0340 0.035 -0.027 0.014 -0.288
O -0.8255 2.6298 2.2099 -0.003 -0.022 -0.004 -0.166
C -1.1900 3.9650 1.8967 0.002 0.051 0.018 -0.268
C -0.1298 4.7271 1.1208 0.094 -0.100 0.026 -0.072
H -0.7221 2.7463 4.9055 0.007 -0.002 0.007 0.083
H 1.0476 2.8086 5.0154 -0.015 0.020 0.020 0.054
H 0.1527 4.1920 4.3902 0.013 -0.002 -0.041 0.071
H 0.4561 1.4073 3.1293 0.016 0.001 0.007 0.104
H 1.2122 2.8739 2.5312 -0.011 0.015 -0.007 0.111
H -1.4629 4.5124 2.8058 -0.004 -0.017 0.010 0.109
H -2.0949 3.8709 1.2958 -0.016 -0.006 -0.014 0.113
H 0.7572 4.9284 1.7226 -0.015 0.033 0.045 0.074
H -0.5316 5.6879 0.7964 -0.009 0.017 -0.013 0.088
H 0.1755 4.1632 0.2376 -0.047 0.206 0.482 0.022
C 2.4864 -3.6235 -6.4663 0.023 0.025 0.020 -0.077
C 1.4147 -3.6290 -5.3917 -0.028 0.035 -0.035 -0.278
O 1.7807 -2.9282 -4.2104 -0.016 -0.075 0.197 -0.189
C 2.0341 -1.5377 -4.3629 0.017 0.027 0.057 -0.278
C 0.8313 -0.7290 -4.8068 -0.038 -0.048 -0.035 -0.068
H 3.4376 -3.9717 -6.0612 -0.004 -0.012 -0.008 0.081
H 2.1926 -4.2880 -7.2794 0.003 -0.003 0.004 0.079
H 2.6372 -2.6312 -6.8921 -0.013 -0.002 -0.009 0.069
H 1.2235 -4.6499 -5.0602 0.005 0.002 0.000 0.116
H 0.4731 -3.2374 -5.7912 0.004 0.016 0.006 0.110
H 2.8851 -1.3743 -5.0323 -0.020 -0.011 -0.027 0.110
H 2.3452 -1.2077 -3.3693 0.023 -0.002 -0.007 0.109
H 0.5334 -0.9482 -5.8328 0.033 -0.008 -0.006 0.075
H 1.0579 0.3352 -4.7504 -0.033 0.007 -0.006 0.064
H -0.0225 -0.9206 -4.1554 -0.001 0.027 0.003 0.082
C -2.3528 3.9251 -4.1294 0.066 0.020 0.001 -0.069
C -1.9727 2.6221 -3.4502 -0.113 -0.017 0.007 -0.275
O -0.6525 2.1795 -3.7304 0.025 0.012 0.047 -0.175
C 0.3806 3.0573 -3.3173 0.039 -0.025 -0.022 -0.271
C 0.4192 3.3068 -1.8183 -0.064 -0.094 -0.332 -0.091
H -2.1644 3.8646 -5.2021 -0.027 -0.002 -0.001 0.084
H -3.4143 4.1189 -3.9703 -0.003 -0.012 -0.010 0.077
H -1.7965 4.7763 -3.7339 -0.016 0.004 0.019 0.068
H -2.6217 1.8230 -3.8088 0.030 -0.023 0.006 0.120
H -2.1279 2.6980 -2.3674 0.002 0.007 0.007 0.102
H 0.3185 4.0084 -3.8571 -0.012 0.001 0.003 0.112
H 1.3046 2.5714 -3.6352 0.004 0.004 -0.003 0.110
H -0.4420 3.8812 -1.4747 0.025 -0.071 -0.216 0.057
H 1.3162 3.8732 -1.5628 0.000 0.001 -0.029 0.086
H 0.4377 2.3615 -1.2724 -0.006 0.002 0.032 0.090
C -8.2067 1.4951 -1.8416 0.008 0.028 0.017 -0.079
C -6.8398 1.3880 -2.4944 -0.008 -0.004 -0.020 -0.282
O -5.9829 2.4857 -2.2235 0.042 0.014 -0.003 -0.169
C -5.6633 2.6945 -0.8594 0.038 0.001 0.040 -0.281
C -4.9177 1.5343 -0.2200 -0.014 -0.056 -0.068 -0.079
H -8.6717 2.4509 -2.0858 -0.007 -0.009 -0.007 0.084
H -8.8510 0.6939 -2.2058 -0.001 0.005 -0.005 0.077
H -8.1542 1.4069 -0.7557 0.001 -0.014 -0.001 0.066
H -6.9453 1.3831 -3.5792 -0.004 0.001 0.002 0.119
H -6.3575 0.4443 -2.2137 0.007 0.007 0.011 0.106
H -6.5622 2.9351 -0.2811 -0.010 -0.011 -0.012 0.109
H -5.0325 3.5842 -0.8532 -0.011 0.010 -0.016 0.114
H -5.5465 0.6486 -0.1183 -0.014 0.013 0.020 0.067
H -4.5740 1.8114 0.7775 0.015 0.021 -0.009 0.074
H -4.0515 1.2659 -0.8279 0.026 0.011 0.035 0.072
```
Forces are in eV/Å.

- spin multiplicity = 1
- charge = +1



No. 2
C35H73BO16S | ωB97M-V/def2-TZVPD

```
126
Properties=species:S:1:pos:R:3:forces:R:3:lowdin_charge:R:1
C 1.6738 0.3800 0.1074 -0.055 0.251 -0.055 0.063
C 1.1697 1.4020 -0.5888 0.413 -0.359 0.381 -0.052
C 0.1855 2.3120 0.0668 -0.141 -1.048 0.507 -0.488
O -0.4239 1.9802 1.0634 0.056 0.602 -0.692 0.085
O 0.1095 3.5169 -0.5271 -0.392 -0.579 -0.131 0.015
C -1.1295 4.2052 -0.3690 -0.479 0.787 -0.111 -0.186
C -2.0634 4.0550 -1.5631 0.222 0.962 0.312 -0.147
C -3.1927 5.0875 -1.3759 -0.427 -0.452 -0.392 -0.192
C -4.5540 4.6160 -1.9236 -0.335 0.592 0.565 -0.177
C -5.5336 4.2015 -0.8001 -0.092 -0.036 -0.613 -0.174
C -6.3886 2.9668 -1.1178 -0.187 -0.123 0.457 -0.095
C -5.5972 1.7739 -1.5871 0.648 -0.575 -0.335 -0.280
O -6.0417 1.1252 -2.8294 0.204 -0.555 0.226 -0.144
S -4.9394 -0.0341 -3.0340 0.365 0.146 -1.448 0.611
O -5.5091 -1.1995 -3.6122 -0.858 -0.169 0.667 -0.215
O -3.8632 0.5279 -3.7791 0.489 0.302 0.708 -0.225
O -4.5411 -0.2711 -1.5027 -0.759 0.178 -1.032 -0.163
C -5.4527 0.5854 -0.6653 0.655 0.109 0.963 -0.247
B -6.7015 -0.4180 -0.5026 -0.443 -0.439 0.373 -0.453
C -6.5071 -1.8075 0.2045 0.250 0.651 0.085 0.024
O -7.9431 -0.0925 -1.0087 0.533 0.435 -0.312 0.146
C -4.6522 0.9884 0.6044 -0.218 -0.234 0.124 -0.268
C -3.2238 0.4431 0.6301 -0.110 0.308 0.264 -0.026
C -5.3578 0.6493 1.9262 0.718 0.583 0.378 -0.157
C -4.7918 1.5189 3.0874 -0.776 -0.242 -0.065 -0.220
C -5.8244 2.5150 3.6596 0.213 -0.026 -0.447 -0.094
H 2.5795 -0.1281 -0.1920 -0.240 -0.326 -0.466 0.057
H 1.2324 0.0363 1.0321 0.078 0.424 0.287 0.075
H 1.5113 1.5699 -1.6007 0.166 0.576 0.116 0.105
H -0.8898 5.2648 -0.2981 0.242 0.051 0.066 0.131
H -1.6673 3.9564 0.5437 0.339 -0.392 0.172 0.121
H -2.4514 3.0455 -1.6814 0.085 -0.136 -0.017 0.106
H -1.5158 4.3769 -2.4458 0.086 -0.546 -0.285 0.121
H -3.2987 5.3306 -0.3175 -0.078 0.044 0.092 0.103
H -2.9442 6.0192 -1.8783 0.320 0.060 0.033 0.110
H -4.4388 3.8398 -2.6767 0.125 -0.082 -0.021 0.107
H -5.0264 5.4577 -2.4275 0.025 -0.005 -0.251 0.107
H -6.2308 5.0250 -0.6520 -0.037 0.071 0.170 0.113
H -5.0126 4.1003 0.1500 0.136 -0.274 0.036 0.096
H -6.8936 2.6680 -0.1963 -0.249 0.037 -0.027 0.127
H -7.1741 3.2322 -1.8196 0.021 -0.145 -0.261 0.136
H -4.5578 2.0153 -1.8348 -0.025 0.711 0.331 0.124
H -5.4598 -1.9801 0.4416 0.027 -0.407 -0.117 0.065
H -7.0335 -1.7329 1.1616 -0.114 -0.043 0.020 0.082
H -6.9667 -2.6298 -0.3392 0.127 -0.135 -0.073 0.077
H -8.1438 -0.6331 -1.7794 -0.441 -0.164 0.098 0.120
H -4.5461 2.0744 0.5882 -0.125 0.151 -0.104 0.123
H -3.1935 -0.6430 0.6306 -0.016 -0.109 -0.256 0.094
H -2.7406 0.7705 1.5477 0.048 0.056 0.051 0.075
H -2.6356 0.8621 -0.1804 0.105 -0.266 -0.180 0.078
H -6.4283 0.8514 1.8987 -0.163 -0.326 -0.269 0.109
H -5.1622 -0.3948 2.1572 -0.332 -0.183 -0.061 0.110
H -3.9223 2.0697 2.7397 0.184 -0.052 0.056 0.092
H -4.4837 0.8474 3.8840 0.293 0.077 0.084 0.104
H -6.7197 2.5653 3.0393 -0.044 -0.014 -0.076 0.061
H -5.4016 3.5165 3.6621 -0.069 0.129 0.330 0.065
H -6.1519 2.2347 4.6554 0.040 0.112 0.164 0.066
C -8.3830 -7.5240 1.1830 0.077 0.178 -0.017 -0.114
O -8.9006 -6.3777 0.5432 -0.282 -0.190 0.111 -0.199
C -9.4345 -6.6246 -0.7469 0.165 0.234 0.051 -0.198
C -10.7388 -5.8876 -0.9721 -0.061 0.088 -0.045 -0.181
O -11.8482 -6.3647 -0.2257 -0.077 -0.033 -0.052 -0.119
C -11.8708 -6.1820 1.1805 0.052 -0.141 0.103 -0.183
C -12.0223 -4.7512 1.6546 0.177 0.025 0.167 -0.198
O -10.8652 -3.9787 1.3858 -0.085 -0.051 -0.352 -0.198
C -11.1264 -2.6930 0.8651 0.153 -0.079 0.170 -0.108
H -7.3829 -7.7638 0.8062 -0.021 -0.130 0.006 0.088
H -8.3146 -7.3050 2.2482 0.057 0.050 -0.018 0.088
H -9.0428 -8.3883 1.0541 0.029 -0.025 -0.036 0.087
H -9.5921 -7.6957 -0.9100 -0.005 -0.019 0.051 0.123
H -8.7071 -6.2618 -1.4849 -0.088 -0.123 -0.159 0.127
H -11.0169 -6.0491 -2.0165 -0.023 -0.044 0.012 0.128
H -10.6123 -4.8119 -0.8432 0.142 -0.010 0.150 0.112
H -11.0134 -6.6619 1.6551 0.132 0.168 -0.017 0.114
H -12.7563 -6.7248 1.5215 -0.039 0.024 -0.067 0.128
H -12.1700 -4.7648 2.7423 -0.194 -0.076 -0.018 0.127
H -12.9108 -4.3080 1.1926 0.034 0.034 -0.056 0.123
H -11.9354 -2.7114 0.1278 -0.043 0.015 0.038 0.088
H -10.2198 -2.3502 0.3659 0.026 0.038 0.080 0.080
H -11.3739 -1.9961 1.6729 -0.095 0.098 -0.108 0.089
C 7.6580 -3.8417 2.2842 -0.094 0.109 0.131 -0.114
O 7.6451 -2.4429 2.4704 0.058 -0.059 -0.352 -0.197
C 8.9271 -1.8396 2.4191 -0.185 0.073 0.196 -0.194
C 8.9156 -0.5453 1.6322 0.045 0.135 0.001 -0.176
O 8.7263 -0.6834 0.2304 0.053 0.057 -0.050 -0.131
C 7.4668 -1.1217 -0.2538 -0.007 -0.184 -0.066 -0.179
C 6.3161 -0.1538 -0.0660 -0.172 -0.125 0.109 -0.198
O 5.9490 -0.0150 1.2957 0.316 0.162 0.017 -0.199
C 5.7143 1.3175 1.7013 -0.140 -0.167 0.026 -0.109
H 7.9461 -4.3561 3.2072 0.069 -0.093 -0.065 0.088
H 6.6485 -4.1479 2.0113 -0.021 0.017 0.074 0.088
H 8.3338 -4.1329 1.4733 0.040 -0.019 0.031 0.086
H 9.6657 -2.5201 1.9832 -0.026 -0.029 -0.029 0.125
H 9.2294 -1.6082 3.4486 0.212 0.016 -0.057 0.128
H 9.9098 -0.1025 1.7359 0.026 -0.046 -0.043 0.124
H 8.2086 0.1696 2.0545 -0.148 -0.141 0.059 0.115
H 7.2164 -2.1088 0.1374 -0.099 0.070 0.181 0.115
H 7.6060 -1.2446 -1.3313 0.041 0.075 -0.002 0.128
H 5.4467 -0.5498 -0.6079 0.090 0.043 -0.197 0.121
H 6.5821 0.8143 -0.5038 0.018 0.029 0.051 0.123
H 6.4509 2.0049 1.2731 -0.032 0.017 -0.041 0.087
H 5.8054 1.3562 2.7865 -0.063 -0.056 0.004 0.089
H 4.7039 1.6335 1.4203 0.047 0.151 -0.027 0.081
C 14.0670 4.8041 -1.1891 0.024 -0.059 -0.183 -0.115
O 14.0726 3.5079 -1.7457 -0.215 -0.007 0.283 -0.197
C 14.8242 2.5616 -1.0050 0.017 0.004 -0.287 -0.198
C 14.1119 1.2287 -0.8962 -0.020 -0.111 -0.037 -0.182
O 12.9550 1.2202 -0.0748 -0.007 -0.063 0.104 -0.120
C 11.7957 1.9189 -0.5013 -0.049 0.199 0.043 -0.179
C 11.0813 1.3380 -1.7036 -0.040 0.132 -0.164 -0.193
O 11.8350 1.4903 -2.8969 0.237 -0.231 0.165 -0.197
C 11.8638 0.3403 -3.7133 -0.027 0.190 -0.041 -0.115
H 14.9925 5.3377 -1.4315 0.005 0.060 0.119 0.087
H 13.2256 5.3452 -1.6208 0.039 0.000 -0.067 0.088
H 13.9322 4.7742 -0.1028 0.050 0.012 0.013 0.086
H 15.0465 2.9350 0.0001 -0.040 0.035 0.008 0.123
H 15.7718 2.3986 -1.5351 0.096 -0.082 0.178 0.127
H 14.8053 0.5394 -0.4074 -0.014 0.016 0.045 0.128
H 13.8974 0.8128 -1.8814 -0.036 0.184 -0.098 0.114
H 12.0070 2.9798 -0.6458 0.065 -0.017 -0.195 0.115
H 11.1000 1.8547 0.3397 0.021 -0.088 0.010 0.120
H 10.1365 1.8803 -1.8377 -0.092 -0.093 0.194 0.128
H 10.8474 0.2864 -1.5108 0.020 -0.017 -0.023 0.116
H 11.9797 -0.5723 -3.1197 -0.049 -0.016 -0.003 0.087
H 12.7244 0.4264 -4.3766 -0.040 0.055 -0.039 0.087
H 10.9550 0.2712 -4.3210 -0.005 -0.137 0.009 0.087
```
Forces are in eV/Å.

- spin multiplicity = 1



Number 1: gap between HOMO and LUMO 6.294 eV. Number 2: gap between HOMO and LUMO 9.493 eV.